1.
A 2-piece molecular cluster, C3H3F2N4 overall. Source: the OMol25 dataset; level of theory: the ωB97M-V functional and the def2-TZVPD basis.

Cartesian coordinates (Å):
1 C 1.094 -0.134 -1.215
2 C -0.035 0.465 -0.772
3 C -2.156 0.258 2.179
4 N 2.915 -0.236 -2.297
5 N 1.927 0.521 -2.107
6 N 1.704 -1.326 -0.854
7 N 2.766 -1.310 -1.494
8 F -3.195 -0.745 2.066
9 F -2.730 1.037 3.172
10 H -0.744 0.110 -0.015
11 H -0.232 1.460 -1.332
12 H -1.313 -0.100 2.670

Output
- LUMO energy (alpha / beta) (eV) = 1.270 / 1.270
- HOMO level (alpha / beta) (eV) = -2.42 / -2.41
- HOMO-LUMO gap (alpha / beta) (Ha) = 0.1354 / 0.1354
- charge = -1
- energy above the lowest of the compared OMol25 structures with the same formula, charge and spin (eV) = 3.694

The net atomic charges from natural (NBO), expressed in e, are: C 0.0395; C -0.1601; C 0.0720; N -0.0937; N -0.1952; N -0.1778; N -0.0941; F -0.4631; F -0.4400; H 0.2517; H 0.2145; H 0.0464

---

2.
A 3-piece molecular cluster, C20H32NO5S2 overall. Source: the OMol25 dataset; level of theory: the ωB97M-V functional and the def2-TZVPD basis.

Cartesian coordinates (Å):
1 C 3.961 0.994 3.117
2 C 2.726 0.444 2.450
3 C 2.143 1.119 1.375
4 C 1.031 0.603 0.714
5 C 0.437 -0.604 1.107
6 C -0.775 -1.154 0.373
7 C -1.915 -1.788 1.198
8 C -3.054 -0.780 1.339
9 C -2.898 0.274 2.485
10 C -3.991 1.308 2.433
11 N -3.955 2.179 1.292
12 O -4.895 1.408 3.234
13 C 1.018 -1.267 2.196
14 C 2.136 -0.757 2.852
15 H 4.479 0.234 3.701
16 H 3.700 1.815 3.797
17 H 4.639 1.407 2.368
18 H 2.590 2.055 1.044
19 H 0.608 1.155 -0.122
20 H -1.231 -0.293 -0.130
21 H -0.416 -1.818 -0.431
22 H -1.544 -2.027 2.207
23 H -3.143 -0.231 0.392
24 H -4.013 -1.288 1.517
25 H -1.931 0.774 2.359
26 H -2.940 -0.235 3.448
27 H -3.247 1.850 0.640
28 H -3.692 3.113 1.584
29 H 0.570 -2.201 2.520
30 H 2.568 -1.317 3.676
31 C 5.034 -2.833 -1.351
32 C 4.011 -1.748 -1.716
33 C 3.982 -0.739 -0.563
34 S 5.618 -0.789 0.179
35 O 5.520 -1.311 1.519
36 O 6.333 0.440 -0.071
37 C 6.276 -2.091 -0.865
38 H 5.263 -3.478 -2.199
39 H 4.640 -3.459 -0.548
40 H 4.321 -1.252 -2.639
41 H 3.019 -2.165 -1.881
42 H 3.787 0.279 -0.885
43 H 3.270 -1.014 0.215
44 H 6.958 -2.696 -0.272
45 H 6.810 -1.613 -1.686
46 C -5.148 0.454 -2.385
47 C -5.435 1.781 -3.105
48 C -4.197 2.670 -2.928
49 S -2.804 1.539 -2.764
50 O -2.276 1.679 -1.433
51 O -1.944 1.646 -3.918
52 C -3.753 0.026 -2.826
53 H -5.888 -0.308 -2.627
54 H -5.162 0.601 -1.303
55 H -5.608 1.593 -4.167
56 H -6.323 2.270 -2.707
57 H -4.006 3.326 -3.774
58 H -4.242 3.248 -2.007
59 H -3.280 -0.702 -2.168
60 H -3.740 -0.324 -3.859

Output
- LUMO energy (eV) = 2.362
- HOMO level (eV) = -1.57
- HOMO-LUMO gap (Ha) = 0.1446
- charge = -1

The net atomic charges from natural (NBO), expressed in e, are: C -0.6270; C -0.0447; C -0.2595; C -0.1867; C -0.0072; C -0.4614; C -0.6885; C -0.4053; C -0.5395; C 0.6995; N -0.8971; O -0.6074; C -0.2155; C -0.2264; H 0.2181; H 0.2020; H 0.2149; H 0.1957; H 0.2029; H 0.1870; H 0.1789; H 0.1299; H 0.1571; H 0.1809; H 0.2114; H 0.2168; H 0.3880; H 0.3725; H 0.2210; H 0.1993; C -0.4075; C -0.4028; C -0.6794; S 2.1683; O -0.9470; O -0.9549; C -0.6706; H 0.2159; H 0.2194; H 0.2007; H 0.2351; H 0.2577; H 0.2834; H 0.2467; H 0.2301; C -0.4125; C -0.4007; C -0.6756; S 2.1760; O -0.9530; O -0.9488; C -0.6784; H 0.2220; H 0.2391; H 0.1997; H 0.2229; H 0.2417; H 0.2509; H 0.2818; H 0.2300

---

3.
A single C24H28N6O2S molecule. Source: the OMol25 dataset; level of theory: the ωB97M-V functional and the def2-TZVPD basis.

Cartesian coordinates (Å):
1 C -2.637 -2.673 -0.567
2 C -4.089 -2.298 -0.500
3 C -5.049 -3.112 -1.081
4 C -6.396 -2.794 -1.028
5 C -6.801 -1.641 -0.382
6 C -5.865 -0.810 0.207
7 C -4.513 -1.130 0.151
8 N -3.536 -0.317 0.741
9 C -3.658 0.919 1.266
10 O -4.670 1.572 1.384
11 C -2.292 1.461 1.745
12 C -1.318 1.413 0.635
13 N -0.800 0.305 0.159
14 N 0.002 0.618 -0.866
15 C -0.037 1.912 -1.007
16 N -0.882 2.475 -0.091
17 C -1.177 3.867 0.083
18 H -0.541 4.283 0.869
19 H -2.226 3.991 0.350
20 H -0.981 4.385 -0.856
21 S 0.896 2.839 -2.160
22 C 2.124 3.545 -0.979
23 H 3.080 3.576 -1.498
24 H 1.815 4.558 -0.724
25 C 2.155 2.719 0.296
26 O 1.682 3.186 1.322
27 N 2.681 1.487 0.236
28 C 3.180 0.799 -0.935
29 H 3.266 1.474 -1.783
30 C 4.555 0.183 -0.623
31 N 4.485 -0.703 0.516
32 C 4.181 -2.050 0.321
33 C 4.863 -2.769 -0.667
34 C 4.635 -4.117 -0.853
35 C 3.730 -4.796 -0.055
36 C 3.061 -4.101 0.936
37 C 3.278 -2.749 1.124
38 H 2.724 -2.245 1.901
39 H 2.352 -4.614 1.571
40 H 3.553 -5.850 -0.201
41 H 5.178 -4.644 -1.624
42 H 5.598 -2.273 -1.283
43 C 3.979 0.009 1.667
44 H 3.945 -0.652 2.531
45 C 2.601 0.623 1.400
46 H 2.268 1.226 2.246
47 H 1.864 -0.162 1.197
48 H 4.686 0.818 1.887
49 H 4.905 -0.351 -1.504
50 H 5.267 0.984 -0.392
51 H 2.471 0.004 -1.196
52 H -2.426 2.475 2.118
53 H -1.943 0.823 2.559
54 H -2.584 -0.659 0.644
55 H -6.174 0.091 0.709
56 H -7.848 -1.382 -0.333
57 H -7.123 -3.445 -1.490
58 H -4.734 -4.014 -1.587
59 H -2.513 -3.576 -1.159
60 H -2.039 -1.885 -1.024
61 H -2.237 -2.866 0.429

Output
- LUMO energy (eV) = 0.382
- HOMO level (eV) = -7.81
- SMILES = Cc1ccccc1NC(=O)Cc1nnc(SCC(=O)N2CCN(c3ccccc3)CC2)n1C
- HOMO-LUMO gap (Ha) = 0.3012
- energy above the lowest of the compared OMol25 structures with the same formula, charge and spin (eV) = 0.021

The net atomic charges from natural (NBO), expressed in e, are: C -0.6447; C -0.0654; C -0.1908; C -0.2281; C -0.2063; C -0.2509; C 0.2160; N -0.6512; C 0.6940; O -0.6031; C -0.5399; C 0.3557; N -0.3335; N -0.2813; C 0.1411; N -0.3481; C -0.4265; H 0.2388; H 0.2240; H 0.2314; S 0.2614; C -0.6074; H 0.2393; H 0.2456; C 0.6769; O -0.6526; N -0.4368; C -0.2415; H 0.2163; C -0.2144; N -0.4598; C 0.2595; C -0.2873; C -0.1751; C -0.2597; C -0.1719; C -0.3083; H 0.2090; H 0.2104; H 0.2124; H 0.2103; H 0.2080; C -0.2117; H 0.2162; C -0.2557; H 0.2476; H 0.2096; H 0.1998; H 0.2158; H 0.1926; H 0.2288; H 0.2483; H 0.2560; H 0.4374; H 0.2477; H 0.2124; H 0.2105; H 0.2061; H 0.2242; H 0.2323; H 0.2166

---

4.
C5H8O2 as an isolated structure. Source: the OMol25 dataset; level of theory: the ωB97M-V functional and the def2-TZVPD basis.

Cartesian coordinates (Å):
1 C 0.356 0.377 -1.804
2 C -0.183 -0.187 -0.494
3 O -1.035 -1.243 -0.849
4 C 0.803 -0.465 0.618
5 C -0.083 -0.020 1.776
6 C -0.722 0.851 0.661
7 O -1.313 1.888 0.666
8 H 0.684 -0.428 -2.474
9 H -0.441 0.927 -2.309
10 H 1.203 1.053 -1.645
11 H -1.383 -1.640 -0.044
12 H 1.307 -1.455 0.661
13 H 1.164 0.630 0.441
14 H -0.819 -0.721 2.183
15 H 0.463 0.433 2.613

Output
- LUMO energy (eV) = 0.734
- HOMO level (eV) = -9.22
- HOMO-LUMO gap (Ha) = 0.3657
- energy above the lowest of the compared OMol25 structures with the same formula, charge and spin (eV) = 2.480

The net atomic charges from natural (NBO), expressed in e, are: C -0.6329; C 0.1680; O -0.6955; C -0.4272; C -0.5265; C 0.5725; O -0.4907; H 0.2265; H 0.2298; H 0.2113; H 0.4662; H 0.2363; H 0.2244; H 0.2103; H 0.2274

---

5.
A single C15H19F2NO2 molecule. Source: the OMol25 dataset; level of theory: the ωB97M-V functional and the def2-TZVPD basis.

Cartesian coordinates (Å):
1 O -0.096 2.370 -0.166
2 C -0.074 1.267 0.349
3 N 0.475 0.201 -0.268
4 C 0.526 -1.146 0.258
5 H 0.255 -1.132 1.312
6 C 1.892 -1.819 0.117
7 C 3.017 -1.143 0.897
8 H 2.771 -1.154 1.962
9 C 3.336 0.298 0.486
10 H 2.571 0.976 0.864
11 H 4.270 0.572 0.983
12 C 3.487 0.507 -1.028
13 C 2.284 1.191 -1.678
14 H 2.123 2.159 -1.201
15 H 2.509 1.373 -2.731
16 C 0.961 0.421 -1.623
17 H 1.045 -0.544 -2.122
18 H 0.211 1.022 -2.148
19 H 3.691 -0.445 -1.520
20 H 4.352 1.148 -1.212
21 H 3.917 -1.748 0.765
22 H 2.169 -1.894 -0.934
23 H 1.782 -2.841 0.490
24 H -0.219 -1.757 -0.273
25 C -0.668 1.070 1.752
26 H 0.122 0.811 2.463
27 H -1.104 2.027 2.052
28 O -1.605 0.006 1.841
29 C -2.679 -0.011 1.005
30 C -3.351 1.098 0.486
31 C -4.442 0.958 -0.354
32 C -4.888 -0.312 -0.661
33 C -4.273 -1.437 -0.141
34 C -3.175 -1.274 0.678
35 H -2.673 -2.131 1.099
36 H -4.648 -2.418 -0.384
37 F -5.950 -0.454 -1.476
38 H -4.935 1.834 -0.743
39 F -2.985 2.353 0.806

Output
- LUMO energy (eV) = 0.695
- HOMO level (eV) = -8.80
- SMILES = O=C(COc1ccc(F)cc1F)N1CCCCCCC1
- HOMO-LUMO gap (Ha) = 0.3488
- energy above the lowest of the compared OMol25 structures with the same formula, charge and spin (eV) = 0.329

The net atomic charges from natural (NBO), expressed in e, are: O -0.6216; C 0.6455; N -0.4417; C -0.2112; H 0.2199; C -0.4122; C -0.3934; H 0.1990; C -0.4031; H 0.1984; H 0.2084; C -0.4058; C -0.4049; H 0.2250; H 0.2082; C -0.2196; H 0.1946; H 0.2263; H 0.1902; H 0.2129; H 0.2038; H 0.1984; H 0.2165; H 0.1931; C -0.1620; H 0.2056; H 0.2235; O -0.4961; C 0.2089; C 0.3526; C -0.3335; C 0.3991; C -0.2861; C -0.2184; H 0.2296; H 0.2333; F -0.3202; H 0.2480; F -0.3112